Molecular formula: CHBrN2O3
Method: DFT, wB97M-V/def2-TZVPD

Last columns: bonded neighbours and bond lengths (Å).
CARTESIAN COORDINATES (ANGSTROEM)
1 C 1.33 -1.11 -0.10  N3 1.173, H8 1.052
2 N -1.15 1.39 -0.08  O5 1.163, O6 1.142, Br7 2.136
3 N 0.81 -1.99 0.47  C1 1.173, O4 1.190
4 O 0.21 -2.62 1.28  N3 1.190
5 O -1.94 1.52 0.77  N2 1.163
6 O -0.60 0.51 -0.54  N2 1.142
7 Br -0.42 3.29 -0.74  N2 2.136
8 H 1.75 -1.00 -1.06  C1 1.052

Results
Spin multiplicity ... 3
HOMO level (alpha / beta) ... -0.3087 / -0.3672 Eh
Net charge ... 0
HOMO-LUMO gap (alpha / beta) ... 8.805 / 5.613 eV
Energy above the lowest of the compared OMol25 structures with the same formula, charge and spin ... 49.2 kcal per mole
LUMO level (alpha / beta) ... 0.405 / -4.380 eV
F_max ... 4.74 eV/A